98
Properties=species:S:1:pos:R:3:forces:R:3:lowdin_spin:R:1 method="wB97M-V/def2-TZVPD" spin_multiplicity=3 orbital_gap_ha="0.1842 / 0.2816" de_lowest_kj_mol=40.4 e_homo_ev="-2.6 / -5.2" total_charge=-1
Ti -0.5123 -0.0419 1.4115 -0.289 0.900 -0.372 1.021
C 2.7652 -3.5104 0.0006 0.006 0.288 0.213 0.004
Sb 2.0486 -1.5027 -0.4337 0.453 -0.551 -0.907 0.018
C 0.8217 -2.2891 -2.0407 -0.019 0.220 0.043 -0.002
C 3.8642 -1.0853 -1.6813 -0.329 0.393 0.226 0.011
C 3.6349 -0.9985 -3.1489 -0.068 0.006 -0.192 0.000
C 3.8834 -2.1578 -3.8908 -0.067 0.026 -0.090 0.001
C 3.6567 -2.2313 -5.2531 0.035 -0.115 -0.007 0.000
C 3.1729 -1.1201 -5.9209 -0.030 0.046 -0.103 0.001
C 2.9463 0.0466 -5.2139 -0.027 -0.037 0.016 0.000
C 3.1603 0.1459 -3.8363 0.198 -0.432 -0.093 0.001
C 2.8927 1.4684 -3.2071 -0.237 -0.075 0.360 0.000
Sb 0.7849 1.8635 -2.7024 0.422 0.406 -0.309 0.000
C 0.2840 2.3724 -4.7583 -0.037 -0.255 0.167 0.000
C 1.2739 3.9445 -2.3310 -0.147 -0.227 0.132 0.000
H 2.9769 -4.0210 -0.9384 -0.016 0.051 -0.045 0.000
H 1.9951 -4.0522 0.5467 -0.017 -0.003 -0.011 0.000
H 3.6686 -3.4747 0.6089 0.003 0.007 0.014 0.000
H 1.3186 -2.1453 -2.9995 0.017 -0.006 -0.020 0.000
H -0.1393 -1.7778 -2.0471 0.014 0.025 -0.043 0.000
H 0.6525 -3.3525 -1.8753 0.007 -0.015 0.029 0.000
H 4.5216 -1.9234 -1.4549 0.051 0.032 0.012 0.000
H 4.3101 -0.1793 -1.2701 -0.028 0.041 0.038 0.000
H 4.2630 -3.0305 -3.3708 -0.006 0.011 0.024 0.000
H 3.8654 -3.1470 -5.7921 -0.019 -0.021 0.020 0.000
H 2.9828 -1.1576 -6.9862 0.016 0.021 -0.006 0.000
H 2.5921 0.9245 -5.7428 0.001 0.008 0.003 0.000
H 3.1364 2.2647 -3.9102 0.047 0.079 0.070 0.000
H 3.4597 1.6213 -2.2896 0.034 0.011 0.051 0.000
H 1.1373 2.8715 -5.2172 0.031 0.012 0.041 0.000
H -0.5644 3.0552 -4.7626 -0.061 -0.017 0.042 0.000
H 0.0306 1.4848 -5.3359 -0.026 0.004 -0.010 0.000
H 1.7777 4.3544 -3.2073 0.013 -0.059 0.021 0.000
H 1.9135 4.0336 -1.4557 0.042 -0.009 0.053 0.000
H 0.3641 4.5094 -2.1398 -0.059 0.022 0.009 0.000
C -2.6567 -2.7859 4.0675 -0.062 -0.045 0.019 0.034
C -1.6544 -3.0251 5.0024 -0.122 -0.030 0.002 0.016
C -0.4850 -2.2880 4.9646 0.068 0.092 -0.022 0.028
C -0.2988 -1.3203 3.9708 -0.346 -0.022 0.035 0.025
C -1.2878 -1.0902 2.9905 -0.261 -0.311 0.708 0.024
C -2.4657 -1.8348 3.0747 -0.024 0.132 0.074 0.011
C 0.8974 -0.4945 3.8662 0.286 -0.095 0.528 0.184
C 1.7054 -0.2049 4.9583 -0.099 -0.087 -0.164 0.020
C 2.7707 0.6624 4.8486 0.152 -0.030 0.131 0.227
C 3.0650 1.2307 3.5818 -0.114 -0.026 -0.131 0.013
C 4.1420 2.1088 3.3849 -0.022 -0.011 -0.097 0.064
C 4.3928 2.6781 2.1513 0.066 0.046 0.056 0.012
C 3.5638 2.3764 1.0807 -0.100 -0.027 -0.122 0.067
C 2.4945 1.5096 1.2521 -0.122 0.068 0.198 0.018
C 2.2062 0.9175 2.4889 0.484 0.139 -0.083 0.027
N 1.1104 0.0786 2.6273 0.576 -0.119 0.357 0.122
H -3.5819 -3.3503 4.1067 0.018 -0.020 -0.005 0.002
H -1.7910 -3.7937 5.7544 0.016 0.032 0.031 0.000
H 0.2912 -2.4832 5.6962 0.021 0.002 -0.031 0.001
H -3.2543 -1.6787 2.3433 0.009 -0.009 0.005 0.000
H 1.4640 -0.6398 5.9189 -0.064 -0.025 -0.026 -0.005
H 3.3749 0.9287 5.7064 0.013 -0.027 0.007 0.015
H 4.7796 2.3425 4.2299 -0.029 -0.007 0.034 0.002
H 5.2108 3.3764 2.0234 0.041 -0.050 0.013 -0.001
H 3.7412 2.8306 0.1126 -0.039 0.001 -0.007 0.005
H 1.8106 1.3386 0.4343 0.005 -0.016 -0.209 0.000
C -3.0523 -0.1197 -2.7446 0.020 -0.291 0.305 0.000
Si -2.9944 0.1810 -0.8504 -0.676 0.621 -0.813 0.001
C -2.6967 2.0487 -0.7301 0.154 -0.307 0.140 0.001
C -4.7780 -0.0738 -0.2248 0.395 -0.273 0.059 0.000
N -1.7824 -0.7976 -0.0635 0.070 0.209 0.322 -0.004
C -1.9145 -2.1710 -0.1203 0.009 -0.650 -0.142 0.001
C -2.8896 -2.8580 -0.8808 0.081 0.251 0.064 -0.001
C -2.9890 -4.2354 -0.9333 -0.003 -0.220 0.043 0.000
C -2.1261 -5.0446 -0.2085 -0.041 0.126 -0.059 -0.001
C -1.1452 -4.4233 0.5475 0.085 -0.072 0.049 0.000
C -1.0554 -3.0533 0.5606 0.024 -0.060 -0.028 0.000
F -0.0021 -2.5366 1.2917 -0.313 0.124 -0.457 0.006
H -3.2058 0.8190 -3.2791 0.025 0.055 0.055 0.000
H -3.8706 -0.7858 -3.0271 -0.002 -0.035 -0.034 0.000
H -2.1267 -0.5718 -3.1107 0.029 0.022 -0.008 0.000
H -2.5671 2.4846 -1.7216 0.032 -0.091 -0.069 0.000
H -1.8181 2.2965 -0.1402 0.071 0.140 -0.068 0.000
H -3.5518 2.5465 -0.2694 -0.044 -0.043 0.029 0.000
H -5.4339 0.6800 -0.6661 0.073 0.055 -0.071 0.000
H -4.8436 0.0246 0.8603 0.029 0.037 0.001 0.000
H -5.1773 -1.0546 -0.4875 -0.034 -0.015 0.003 0.000
H -3.5939 -2.2764 -1.4562 0.011 -0.003 -0.038 0.000
H -3.7540 -4.6870 -1.5536 -0.033 0.046 0.019 0.000
H -2.2083 -6.1222 -0.2304 0.007 -0.006 -0.008 0.000
H -0.4349 -4.9918 1.1344 0.010 0.035 0.021 0.000
F -5.6403 4.9539 3.1518 -0.081 0.054 -0.029 0.001
C -4.4647 4.3914 2.8480 0.161 -0.035 -0.083 0.003
C -4.3569 3.0200 2.7078 -0.027 0.082 0.046 0.000
F -5.4440 2.2516 2.8400 -0.065 -0.054 0.022 0.000
C -3.1326 2.4591 2.4179 0.470 0.301 -0.085 0.003
F -3.0792 1.1388 2.2226 -0.176 -0.205 0.079 0.012
C -1.9557 3.2052 2.2657 -0.712 -0.011 -0.017 0.002
S -0.4266 2.4864 1.8975 0.169 0.008 -0.029 0.007
C -2.1172 4.5901 2.3823 0.101 -0.350 -0.025 0.002
F -1.0656 5.3944 2.2022 0.027 0.119 0.006 0.000
C -3.3387 5.1734 2.6548 -0.134 -0.006 0.042 0.000
F -3.4512 6.5062 2.7225 0.029 0.100 0.086 0.000

66
Properties=species:S:1:pos:R:3:forces:R:3:nbo_charge:R:1 method="wB97M-V/def2-TZVPD" orbital_gap_ha=0.2596 de_lowest_kj_mol=0.0 e_homo_ev=-7.9
C 0.4939 -5.6613 0.9373 -0.057 0.414 -0.094 -0.630
C -0.3240 -4.4045 0.6835 -0.236 -0.357 0.354 -0.082
O 0.4737 -3.3897 0.0714 0.084 -0.100 -0.391 -0.506
C 1.0952 -2.5186 0.8588 0.261 0.136 -0.189 0.820
O 1.0187 -2.5084 2.0631 0.047 -0.060 0.165 -0.634
C 1.9092 -1.5505 0.0297 -0.071 -0.090 0.032 -0.528
C 2.1915 -0.2396 0.7735 0.402 -0.448 -0.435 -0.128
C 3.3005 -0.6058 1.7934 -0.021 0.148 -0.086 0.680
O 4.3129 -1.1419 1.3899 0.200 -0.159 -0.232 -0.631
N 3.1216 -0.3024 3.0839 0.214 0.048 0.546 -0.600
C 1.9329 0.3084 3.6228 -0.366 0.117 -0.132 -0.229
C 1.3667 1.2090 2.5339 -0.007 0.103 0.499 -0.224
N 1.0356 0.4166 1.3679 -0.176 -0.095 0.112 -0.434
C -0.2342 -0.0747 1.2980 -0.706 -0.137 -0.292 0.514
N -0.9225 -0.0872 2.4470 0.177 0.208 0.247 -0.565
C -2.0478 -0.7482 2.5294 0.091 -0.181 -0.150 0.437
C -2.7621 -0.7647 3.7674 -0.458 -0.195 0.174 -0.030
C -2.2420 0.0880 4.8750 0.023 -0.025 -0.059 -0.625
C -3.8597 -1.5653 3.8911 0.390 0.282 -0.118 -0.140
C -4.2942 -2.3586 2.8073 0.138 -0.068 -0.359 -0.273
C -3.6231 -2.2994 1.6321 -0.683 -0.439 0.128 0.055
N -2.5322 -1.4993 1.4839 0.174 0.271 0.371 -0.394
C -1.9586 -1.3836 0.1704 0.193 0.072 -0.287 0.668
O -2.4750 -1.9953 -0.7430 -0.031 -0.018 -0.011 -0.612
C -0.8243 -0.5083 0.0928 -0.002 0.030 0.638 -0.354
C -0.4305 -0.1146 -1.2171 0.224 0.752 -0.784 -0.101
C 0.2225 1.0136 -1.5933 -0.331 -0.564 0.857 -0.348
S 0.7363 2.3386 -0.5674 0.120 0.407 -0.283 0.388
C 1.2556 3.2807 -1.9636 -0.054 0.092 0.369 -0.077
S 1.9250 4.7647 -1.8456 0.047 0.070 0.207 -0.090
N 1.0432 2.5938 -3.1090 0.040 0.063 -0.179 -0.463
C 1.3674 3.1397 -4.4093 0.024 0.308 -0.442 -0.227
C 0.3335 4.1655 -4.8926 -0.021 -0.135 -0.076 -0.228
C 0.7679 4.6972 -6.2547 -0.019 -0.024 0.313 -0.602
C -1.0566 3.5412 -4.9716 0.188 0.116 0.081 -0.610
C 0.4899 1.3236 -2.9937 -0.062 -0.544 -0.438 0.663
O 0.2910 0.5950 -3.9398 -0.033 0.107 0.056 -0.570
H 0.9296 -6.0172 0.0074 0.031 -0.083 -0.065 0.215
H 1.2938 -5.4490 1.6430 0.055 -0.033 0.069 0.219
H -0.1456 -6.4358 1.3507 -0.053 -0.113 0.048 0.216
H -1.1345 -4.5921 -0.0238 0.077 0.076 0.092 0.201
H -0.7303 -4.0175 1.6249 -0.003 -0.045 -0.188 0.193
H 1.4265 -1.4063 -0.9354 0.161 -0.048 0.149 0.256
H 2.8840 -2.0162 -0.1531 -0.119 0.092 -0.004 0.291
H 2.6692 0.4532 0.0637 -0.016 -0.136 0.112 0.243
H 3.8321 -0.6419 3.7163 -0.008 -0.008 -0.178 0.411
H 1.1882 -0.4536 3.8802 0.065 0.159 0.053 0.217
H 2.1940 0.8828 4.5140 -0.011 0.009 -0.076 0.206
H 2.1143 1.9490 2.2332 -0.030 0.017 0.027 0.213
H 0.4648 1.7133 2.8743 0.154 0.045 -0.009 0.242
H -2.8752 0.0096 5.7539 -0.042 0.000 0.059 0.217
H -1.2289 -0.2178 5.1279 0.096 0.035 0.079 0.233
H -2.1935 1.1261 4.5533 0.034 0.111 0.051 0.232
H -4.4033 -1.5987 4.8231 -0.013 0.034 0.130 0.220
H -5.1542 -2.9989 2.9084 -0.064 -0.079 -0.077 0.232
H -3.8977 -2.8483 0.7432 0.032 0.049 0.021 0.255
H -0.8000 -0.7374 -2.0256 0.116 -0.039 -0.068 0.269
H 1.3996 2.2900 -5.0964 0.036 0.104 0.048 0.235
H 2.3533 3.6083 -4.3473 -0.072 -0.102 0.010 0.227
H 0.3133 4.9962 -4.1795 0.034 -0.088 -0.059 0.215
H 0.0662 5.4494 -6.6056 -0.049 0.076 -0.088 0.212
H 1.7542 5.1508 -6.1934 0.129 0.070 -0.066 0.210
H 0.8009 3.8903 -6.9836 0.013 -0.093 -0.146 0.202
H -1.4067 3.2352 -3.9875 -0.099 -0.057 0.070 0.205
H -1.7681 4.2583 -5.3738 -0.110 0.056 -0.022 0.211
H -1.0437 2.6643 -5.6152 -0.044 -0.116 -0.085 0.212

8
Properties=species:S:1:pos:R:3:forces:R:3:nbo_charge:R:1 method="wB97M-V/def2-TZVPD" orbital_gap_ha=0.3591 de_lowest_kj_mol=514.0 e_homo_ev=-10.1
C 1.9353 -0.6049 -0.4664 0.075 -0.353 -1.283 -0.764
N -1.4547 1.4773 1.2227 5.238 1.079 4.078 -0.122
N -2.2309 1.1076 0.5733 -1.554 0.737 -0.904 0.457
O -0.5803 -1.1330 -0.1529 0.231 0.368 0.224 -0.918
O -3.1388 1.0149 -0.0994 -3.798 -1.723 -3.151 -0.333
S 0.6434 -0.6404 0.5082 0.655 -0.543 -1.033 1.186
H 1.9274 -0.8489 -1.6076 -0.152 0.397 2.378 0.255
H 2.8984 -0.3726 0.0222 -0.695 0.038 -0.309 0.239

110
Properties=species:S:1:pos:R:3:forces:R:3:mulliken_charge:R:1 method="wB97M-V/def2-TZVPD" orbital_gap_ha=0.3086 e_homo_ev=-6.5 total_charge=-1
Ba -0.4258 0.7439 -0.6125 2.540 1.375 0.393 1.004
C 2.9237 1.8544 2.1274 -0.261 -0.108 -0.005 -2.189
C 1.5210 2.3925 2.4983 0.087 -0.103 -0.151 2.231
C 1.1252 3.5378 1.6115 -0.063 -0.074 -0.278 -0.532
C 1.0748 4.8306 2.1153 -0.081 0.046 0.080 -0.684
C 0.7225 5.8707 1.2736 -0.012 0.037 -0.041 -0.565
C 0.4484 5.5867 -0.0518 -0.062 0.122 -0.125 -0.896
C 0.5370 4.2713 -0.4853 0.187 -0.326 0.085 -0.390
N 0.8723 3.2581 0.3220 0.151 0.584 0.244 0.522
N 2.8423 0.5496 1.4709 -0.160 0.050 -0.243 1.526
C 2.8606 -0.4947 2.4875 -0.031 0.098 0.041 -0.404
C 2.3642 -1.8497 2.0618 -0.299 0.024 -0.278 -0.058
C 3.2262 -2.9026 1.7990 0.056 -0.089 -0.065 -0.768
C 2.6909 -4.1135 1.3829 0.003 -0.008 -0.032 -0.581
C 1.3179 -4.2277 1.2452 0.033 -0.010 -0.020 -1.219
C 0.5292 -3.1250 1.5499 0.127 0.138 0.162 -0.128
N 1.0349 -1.9618 1.9599 0.213 -0.259 -0.006 0.634
C 3.7720 0.4044 0.3625 -0.018 0.030 0.141 -1.126
C 3.3972 -0.6096 -0.6986 -0.240 -0.021 0.219 0.551
C 4.3686 -1.3845 -1.3148 0.108 -0.082 -0.073 -1.122
C 3.9895 -2.2613 -2.3201 0.005 0.006 0.047 -0.469
C 2.6502 -2.3533 -2.6625 0.020 -0.032 0.018 -1.286
C 1.7466 -1.5443 -1.9897 -0.083 0.153 0.119 -0.469
N 2.1147 -0.6780 -1.0396 -0.028 -0.353 -0.193 0.857
H 3.5420 1.7968 3.0325 0.110 -0.040 0.050 0.208
H 3.4241 2.5535 1.4604 -0.046 0.057 -0.059 0.728
H 1.4777 2.7129 3.5407 0.042 0.005 0.014 0.785
H 0.7974 1.5839 2.3680 -0.038 0.019 0.066 -1.378
H 1.2875 5.0072 3.1639 0.000 -0.007 -0.050 0.497
H 0.6612 6.8857 1.6472 0.000 -0.008 -0.007 0.396
H 0.1693 6.3697 -0.7474 0.003 -0.070 0.039 0.470
H 0.3488 4.0029 -1.5247 -0.006 -0.018 0.211 0.374
H 2.1714 -0.1698 3.2711 0.104 0.062 0.052 -0.158
H 3.8666 -0.5754 2.9301 0.096 -0.081 0.051 0.320
H 4.2972 -2.7728 1.9085 -0.040 0.013 -0.015 0.461
H 3.3395 -4.9535 1.1625 -0.013 0.023 0.000 0.405
H 0.8607 -5.1493 0.9059 -0.001 0.065 0.026 0.499
H -0.5549 -3.1787 1.4648 0.548 -0.145 0.213 0.629
H 4.7952 0.1896 0.7039 0.163 -0.029 0.047 0.122
H 3.7965 1.3705 -0.1464 0.047 0.018 -0.006 0.493
H 5.4047 -1.3014 -1.0066 -0.032 -0.012 -0.007 0.472
H 4.7302 -2.8759 -2.8173 -0.003 0.006 0.001 0.394
H 2.3035 -3.0401 -3.4250 0.022 0.057 0.043 0.473
H 0.6796 -1.5819 -2.2123 0.213 -0.025 0.009 0.487
O -4.5184 -4.0628 0.1898 0.425 -0.064 -0.167 -0.570
C -4.7984 -3.4725 1.3370 0.107 0.211 0.377 0.470
O -5.8241 -3.6952 1.9398 0.069 0.017 -0.175 -0.654
C -3.7740 -2.5217 1.8748 -0.004 0.020 -0.263 -0.203
C -3.8320 -1.9144 3.1093 0.223 -0.075 0.301 -0.287
Cl -4.9511 -2.1547 4.3750 0.070 0.125 -0.023 -0.181
N -2.7120 -1.1542 3.2569 -0.069 0.450 0.353 0.142
N -1.9439 -1.2101 2.1612 -0.347 0.128 0.218 0.634
C -2.5615 -2.0058 1.3250 -0.031 0.077 -0.151 0.236
C -1.8634 -2.1986 0.0137 0.292 -0.097 -0.854 0.232
O -2.1799 -3.1800 -0.6926 -0.300 0.061 0.295 -0.977
O -0.9540 -1.3546 -0.2561 -1.758 -4.281 0.570 -0.041
C -2.2444 -0.2934 4.3097 -0.041 -0.180 -0.069 0.448
C -0.8648 -0.1737 4.4543 0.044 -0.142 -0.040 -0.045
C -0.3482 0.6718 5.4224 0.000 0.033 -0.030 -0.284
C -1.1961 1.4049 6.2439 -0.056 0.001 -0.033 -0.631
C -2.5686 1.2894 6.0803 -0.022 0.013 -0.020 -0.883
C -3.1010 0.4455 5.1122 -0.075 0.027 -0.059 -0.362
H -3.5912 -3.8250 -0.1375 -0.178 0.159 -0.101 0.456
H -0.2203 -0.7392 3.7885 -0.042 0.056 0.010 0.174
H 0.7280 0.7648 5.5286 -0.064 -0.021 -0.004 0.377
H -0.7922 2.0752 6.9945 -0.017 -0.042 -0.038 0.406
H -3.2394 1.8827 6.6909 0.013 -0.035 -0.030 0.391
H -4.1703 0.3990 4.9642 0.022 -0.016 -0.002 0.293
Br -1.1825 0.5660 -8.5798 -0.017 -0.026 -0.037 -0.212
C -0.5033 1.5609 -7.1155 -0.018 -0.007 -0.057 -0.064
C 0.0477 2.8089 -7.3455 0.147 0.204 0.295 -0.169
N 0.5386 3.5623 -6.3567 -0.095 -0.289 0.074 -0.689
C 0.4976 3.0573 -5.1171 -0.019 0.142 -0.263 -0.042
C -0.0426 1.8154 -4.8070 0.126 0.025 0.170 0.104
C -0.5613 1.0502 -5.8349 -0.161 -0.099 -0.038 -0.371
C -0.0515 1.2800 -3.3821 0.082 -0.037 -0.222 0.990
O 0.6747 1.8775 -2.5369 0.090 0.206 -1.597 -0.729
O -0.7896 0.2816 -3.1642 0.450 0.432 -0.632 -0.932
H 0.0971 3.2121 -8.3505 -0.007 0.018 0.023 0.377
H 0.9041 3.6686 -4.3192 0.017 -0.035 -0.049 0.511
H -1.0047 0.0877 -5.6124 0.044 0.019 0.007 0.570
C -5.6868 1.7085 -1.3535 0.092 0.053 -0.028 -1.565
C -4.6590 1.7116 -2.4945 0.203 0.028 0.082 2.564
C -4.5756 0.3265 -3.1476 0.070 -0.047 0.005 -1.437
C -5.0158 2.7811 -3.5354 0.000 0.008 -0.034 -1.830
C -3.3098 2.0391 -1.9724 0.100 0.085 0.167 -0.562
N -2.2464 2.2873 -1.6074 -1.474 0.856 -0.776 -0.292
H -6.6694 1.4857 -1.7781 0.046 0.019 0.017 0.512
H -5.7239 2.6821 -0.8604 -0.016 -0.016 -0.037 0.370
H -5.4325 0.9708 -0.5964 0.025 -0.018 -0.015 0.186
H -5.5689 0.0380 -3.4968 0.012 0.011 -0.011 0.443
H -4.2268 -0.4196 -2.4320 -0.032 0.015 -0.014 0.190
H -3.8855 0.3324 -3.9936 -0.014 -0.006 0.056 0.280
H -6.0137 2.5727 -3.9296 0.059 0.010 0.004 0.440
H -4.3024 2.7780 -4.3627 -0.044 -0.002 0.047 0.377
H -5.0197 3.7751 -3.0840 -0.024 -0.033 -0.025 0.392
I -4.7661 6.0348 5.7856 0.004 -0.021 -0.013 0.017
C -4.1066 4.6509 4.3544 0.075 0.017 0.021 -0.075
C -2.7438 4.4923 4.1464 0.006 -0.156 -0.110 -0.904
C -2.3157 3.5649 3.1994 0.051 0.047 0.065 0.495
C -3.2272 2.8123 2.4718 0.022 0.055 -0.013 0.053
C -4.5866 2.9919 2.7012 -0.105 0.021 0.083 -0.444
C -5.0395 3.9112 3.6416 0.111 -0.115 -0.057 -0.717
C -2.7709 1.8016 1.4240 0.251 -0.206 -0.067 0.244
O -3.6607 1.1100 0.8998 0.315 0.058 0.074 -0.594
O -1.5218 1.7503 1.1672 -1.983 1.217 2.155 -0.429
H -2.0274 5.0732 4.7168 -0.054 -0.050 -0.055 0.451
H -1.2603 3.4046 3.0138 -0.030 0.043 0.008 0.380
H -5.2839 2.3850 2.1339 0.045 0.050 0.030 0.462
H -6.0989 4.0412 3.8214 0.025 0.007 -0.015 0.392